No. 1
Below is a molecular structure, C8H24B2O28 in a non-equilibrium geometry, with properties calculated with ωB97M-V/def2-TZVPD.

```
! wB97M-V def2-TZVPD RIJCOSX def2/J DEFGRID3
* xyz -2 1
O 25.8190 38.7580 13.0450
C 24.8150 39.0040 12.4010
O 24.5820 38.4390 11.2850
B 23.6830 39.2640 10.6120
O 23.1530 40.2130 11.6700
C 23.7510 39.9050 12.7360
O 23.5520 40.5900 13.7410
O 22.5010 38.6670 9.9690
C 22.5190 38.9260 8.7600
O 21.8110 38.2720 7.9620
C 23.5680 39.8180 8.4970
O 24.1950 40.0820 9.5740
O 23.9750 40.0960 7.3960
O 23.0400 43.4850 8.1330
C 23.2410 43.7910 9.3460
O 24.3050 44.1480 9.7630
B 24.4420 43.6520 11.1770
O 23.0870 43.1400 11.4540
C 22.4590 43.2740 10.3650
O 21.5120 42.4980 10.1530
O 24.8810 44.6350 12.1360
C 25.9910 44.1910 12.5190
O 26.7990 44.8990 13.1840
C 26.2010 42.8730 12.1970
O 25.4080 42.5680 11.2510
O 27.2900 42.2890 12.3440
O 26.9440 48.2350 11.6480
H 26.8740 47.6550 12.3750
H 26.4410 48.9720 12.0670
O 21.3060 41.7860 6.8480
H 20.8620 42.1390 6.0280
H 21.9130 42.5050 7.2220
O 25.0120 46.6040 8.3730
H 24.5430 46.7030 7.5790
H 24.7790 45.6910 8.8380
O 28.0590 45.0160 15.7450
H 28.1810 44.1470 15.9530
H 27.8720 45.0750 14.8980
O 18.9110 42.2910 8.3970
H 19.1730 41.7170 9.2240
H 19.7620 42.1150 7.7400
O 21.8970 45.9880 7.1400
H 22.1760 46.6970 6.5610
H 22.4360 45.2870 7.1630
O 20.6090 41.3940 13.1820
H 20.0220 41.8470 12.5660
H 21.3970 41.4530 12.5970
O 27.6090 39.9400 10.8760
H 27.2820 40.7630 11.1680
H 28.5980 40.0610 10.6350
O 19.6680 40.3620 10.1890
H 19.6730 39.5400 10.6420
H 20.4790 40.8740 10.2230
O 24.9530 47.5800 13.8730
H 25.0870 46.9110 13.2960
H 25.7850 47.7120 14.0060
O 29.5500 41.8230 14.2290
H 28.7750 41.6830 13.9130
H 29.9400 40.9680 14.2300
O 25.5120 42.9250 6.5350
H 24.7230 43.1010 7.1130
H 26.3840 43.0520 7.1910
*
```

Summary:
Orbital gap ... 8.33 eV
Energy relative to the best compared isomer or geometry (same formula, charge and spin) ... 217.5 kcal per mole
F_max ... 0.21039 hartree/bohr

=====

No. 2
Below is 3 unconnected molecules or ions with the total composition C8H24BrNO11P2S in a non-equilibrium geometry, with properties calculated with ωB97M-V/def2-TZVPD.

```
! wB97M-V def2-TZVPD RIJCOSX def2/J DEFGRID3
* xyz 0 1
C 7.6509 0.6692 1.2326
N 7.6436 -0.7496 1.7579
C 6.7943 -1.6841 0.9256
O 5.6020 -1.0737 0.3180
S 4.2560 -1.0913 1.3639
O 4.5759 -0.4963 2.7599
O 3.1254 0.0201 0.6588
Br 4.0696 1.6261 0.6990
H 6.9247 1.4050 1.7827
H 7.4735 0.7286 0.0768
H 8.7522 1.0922 1.4136
H 7.4295 -0.8015 2.7796
H 6.4765 -2.6630 1.4973
H 7.4848 -2.0515 0.0252
C -3.7574 3.0735 1.9295
O -2.3804 3.4018 1.9284
P -1.3895 2.2628 1.0835
O -0.1396 2.9904 1.5943
O -1.8433 2.9079 -0.3636
C -1.6853 4.2984 -0.5844
O -0.3986 1.1238 0.2386
C 0.3808 0.2840 1.0704
H -4.3171 3.9144 2.3465
H -4.1132 2.8858 0.9127
H -3.9235 2.1883 2.5478
H -0.9705 4.7583 0.1028
H -2.6556 4.7865 -0.4716
H -1.3360 4.4541 -1.6079
H -0.2306 -0.1164 1.8834
H 1.2312 0.8363 1.4775
H 0.7612 -0.5452 0.4689
C -3.2891 0.1080 -1.1936
O -3.0152 -1.2324 -0.8299
P -3.9635 -2.3984 -1.6868
O -3.4138 -3.4995 -0.7715
O -2.9902 -2.2512 -3.0087
C -1.5921 -2.4297 -2.8653
O -4.9118 -3.5643 -2.5437
C -5.9448 -4.1633 -1.7829
H -2.5475 0.7570 -0.7214
H -3.2277 0.2370 -2.2777
H -4.2861 0.3868 -0.8448
H -1.3253 -2.9749 -1.9563
H -1.1106 -1.4497 -2.8495
H -1.2186 -2.9854 -3.7286
H -6.4997 -3.4001 -1.2310
H -5.5287 -4.8990 -1.0904
H -6.6269 -4.6761 -2.4655
*
```

Summary:
Orbital gap ... 6.61 eV
F_max ... 0.20270 hartree/bohr

=====

No. 3
Below is a molecular structure, C8H24Cl2NOP2Pb in a non-equilibrium geometry, with properties calculated with ωB97M-V/def2-TZVPD.

```
! wB97M-V def2-TZVPD RIJCOSX def2/J DEFGRID3
* xyz 3 1
C -1.2708 -0.0574 -2.6764
C -1.6520 -0.2808 -1.3275
H -2.2268 0.1864 -3.2370
H -0.7428 -0.9574 -3.1037
H -0.5418 0.8295 -2.8241
O -2.5773 -0.6233 -0.6511
Cl 2.0247 -0.1614 -1.9004
Pb 0.4331 0.0161 0.2130
P 0.4586 -2.5812 0.2837
C -0.7381 -3.2267 1.4625
C 0.1958 -3.2615 -1.3549
H 0.4317 -4.3245 -1.1998
H 2.2916 -3.9471 0.6605
H 0.8830 -2.7750 -2.0654
H 2.8516 -2.2625 0.2578
H -1.7577 -2.9585 1.1497
H -0.8534 -3.1078 -1.6527
C 2.1470 -2.8782 0.8412
H -0.5737 -4.3096 1.3983
H 2.2277 -2.6094 1.9082
H -0.5062 -2.8514 2.4734
P 0.2257 2.6025 0.0299
C -0.9314 3.1821 1.2755
C 1.8902 3.1192 0.4796
H 0.5000 2.8017 -2.3373
H -0.1515 4.2787 -1.4609
H -1.2529 2.8674 -1.8290
C -0.2273 3.1915 -1.5978
H 2.6453 2.4294 0.0261
H 1.9816 4.1180 0.0950
H -0.8815 4.2643 1.1668
H -0.6036 2.8724 2.2801
H 1.9893 3.0514 1.5787
H -1.9524 2.8162 1.0640
Cl 2.1714 0.2999 2.0778
N -1.3905 0.0640 2.0313
H -2.1018 0.6594 1.6188
H -0.7702 0.4482 2.7129
H -1.6446 -0.9246 2.1332
*
```

Summary:
Orbital gap (alpha / beta) ... 5.78 / 5.78 eV
Energy relative to the best compared isomer or geometry (same formula, charge and spin) ... 0.0 kcal per mole
F_max ... 0.15093 hartree/bohr

=====

No. 4
Below is a molecular structure, C8H24ClI2IrP2S in a non-equilibrium geometry, with properties calculated with ωB97M-V/def2-TZVPD.

```
! wB97M-V def2-TZVPD RIJCOSX def2/J DEFGRID3
* xyz 2 5
I -1.3686 1.5437 1.0533
I -1.6361 -0.9070 1.3216
Ir 1.6195 -0.0726 -2.9242
P -3.2114 0.1036 -0.7046
C -4.8114 0.1827 0.1375
C -3.1499 1.4856 -1.8656
H -4.1579 1.5538 -2.2955
H -4.2595 -1.4215 -2.1505
H -2.4050 1.2672 -2.6492
H -2.5210 -1.2064 -2.5970
H -4.9574 1.1745 0.5779
H -2.9016 2.4195 -1.3499
C -3.2336 -1.3449 -1.7688
H -5.5664 -0.0149 -0.6426
H -2.9790 -2.2518 -1.2051
H -4.8575 -0.5803 0.9302
P 2.7539 -0.0428 -1.1391
C 3.5007 0.0484 0.4700
C 3.5429 -1.3265 -2.1840
H 2.7722 1.4453 -3.1823
H 4.3362 1.3352 -2.2546
H 2.9181 2.2732 -1.5920
C 3.2545 1.3991 -2.1632
H 3.0733 -1.4470 -3.1960
H 4.5860 -1.0205 -2.2397
H 4.5863 0.1643 0.3633
H 3.2679 -0.8728 1.0333
H 3.4054 -2.2640 -1.6344
H 3.0788 0.9053 1.0200
Cl 0.0777 -0.1838 -4.4898
C 0.0579 0.9815 4.3618
S 1.4620 0.2392 3.5370
C 1.1161 -1.4910 3.8927
H -0.2754 1.8834 3.8261
H 0.4320 1.2607 5.3584
H -0.7923 0.2940 4.4579
H 0.0444 -1.7103 3.9682
H 1.5571 -2.0957 3.0869
H 1.6412 -1.7064 4.8321
*
```

Summary:
Orbital gap (alpha / beta) ... 6.28 / 4.54 eV
Energy relative to the best compared isomer or geometry (same formula, charge and spin) ... 97.0 kcal per mole
F_max ... 0.09687 hartree/bohr

=====

No. 5
Below is a molecular structure, C8H24ClI2LaOP2S in a non-equilibrium geometry, with properties calculated with ωB97M-V/def2-TZVPD.

```
! wB97M-V def2-TZVPD RIJCOSX def2/J DEFGRID3
* xyz 2 1
I -3.6158 -0.9274 -0.9744
I -1.5517 0.1485 -2.5364
La 0.3421 -0.4877 2.0681
P 2.7842 0.8481 2.4154
C 2.7754 2.2416 3.5953
C 3.5500 -0.4865 3.4346
H 4.5068 -0.0893 3.8042
H 5.1314 1.2843 1.8881
H 3.7387 -1.3838 2.8235
H 4.2363 0.5962 0.4990
H 1.8252 2.2549 4.1504
H 2.9145 -0.7609 4.2939
C 4.1783 1.2997 1.3402
H 3.6070 2.1664 4.3114
H 4.0111 2.3098 0.9424
H 2.8620 3.1813 3.0310
P -1.5524 -2.1570 -3.5160
C -3.1186 -2.3946 -4.3511
C -0.2354 -2.2628 -4.7271
H -0.3437 -3.2841 -1.7610
H -1.4723 -4.3609 -2.6795
H -2.0957 -3.2282 -1.4311
C -1.3377 -3.3711 -2.2157
H 0.7172 -2.4701 -4.2260
H -0.4846 -3.0866 -5.4095
H -3.0124 -3.3028 -4.9658
H -3.3362 -1.5309 -4.9931
H -0.1599 -1.3242 -5.2902
H -3.9262 -2.5148 -3.6192
Cl 1.1938 -1.9260 0.1771
C -3.2444 1.8214 2.0135
S -2.1271 1.8519 0.6074
C -1.4316 3.4890 0.8066
O -0.9796 0.9626 1.1740
H -4.1959 2.2570 1.6815
H -2.8158 2.4010 2.8433
H -3.4040 0.7813 2.3227
H -1.8172 3.9513 1.7218
H -0.3375 3.4448 0.8151
H -1.7781 4.0588 -0.0644
*
```

Summary:
Orbital gap ... 3.75 eV
Energy relative to the best compared isomer or geometry (same formula, charge and spin) ... 16.9 kcal per mole
F_max ... 0.09952 hartree/bohr

=====

No. 6
Below is a molecular structure, C8H24CrHg2O9S in a non-equilibrium geometry, with properties calculated with ωB97M-V/def2-TZVPD.

```
! wB97M-V def2-TZVPD RIJCOSX def2/J DEFGRID3
* xyz 2 5
Hg 7.3024 2.4772 -17.5351
Hg 5.5061 5.6522 -16.7163
Cr 7.4519 4.4124 -14.0749
C 6.4848 7.9540 -12.8801
C 5.4986 7.0413 -13.5506
O 6.0048 6.0114 -14.3996
H 7.2724 7.3914 -12.3789
H 5.9326 8.6158 -12.2129
H 7.0729 8.5423 -13.5845
H 4.7931 7.6368 -14.1301
H 4.8438 6.6547 -12.7696
S 5.7553 4.2681 -19.3176
O 7.1213 3.7430 -19.4555
O 5.7652 5.6773 -18.9793
O 4.8142 3.8886 -20.3744
O 5.3734 3.7595 -17.9690
O 7.3723 4.3477 -16.3016
H 8.1715 4.7866 -16.6527
C 7.6877 9.3553 -17.9939
C 7.1994 8.8041 -16.6994
O 7.2117 7.4154 -16.9967
H 7.4859 10.4177 -18.1306
H 7.1052 8.9794 -18.8350
H 8.7109 9.0111 -18.1444
H 6.1548 9.0066 -16.4628
H 7.9807 8.8756 -15.9426
H 7.2852 7.3662 -17.9526
C 11.4640 2.3985 -18.8850
C 10.5818 3.2502 -17.9629
O 9.7549 2.5003 -17.0746
H 12.3221 2.0814 -18.2924
H 11.8647 2.9953 -19.7043
H 10.9190 1.5161 -19.2202
H 9.9897 3.8278 -18.6727
H 11.0682 4.0106 -17.3519
H 10.3921 2.1571 -16.4439
C 10.2583 6.7379 -15.9545
C 9.9863 6.6775 -14.4028
O 9.4403 5.3623 -14.0842
H 9.4530 6.5678 -16.6692
H 11.0060 5.9483 -16.0288
H 10.6692 7.7207 -16.1856
H 9.2846 7.4746 -14.1573
H 10.9738 6.6856 -13.9414
H 10.2468 4.8730 -13.9058
*
```

Summary:
Orbital gap (alpha / beta) ... 6.21 / 6.20 eV
F_max ... 0.10189 hartree/bohr

=====

Repeat the sixth record exactly.
Below is a molecular structure, C8H24CrHg2O9S in a non-equilibrium geometry, with properties calculated with ωB97M-V/def2-TZVPD.

```
! wB97M-V def2-TZVPD RIJCOSX def2/J DEFGRID3
* xyz 2 5
Hg 7.3024 2.4772 -17.5351
Hg 5.5061 5.6522 -16.7163
Cr 7.4519 4.4124 -14.0749
C 6.4848 7.9540 -12.8801
C 5.4986 7.0413 -13.5506
O 6.0048 6.0114 -14.3996
H 7.2724 7.3914 -12.3789
H 5.9326 8.6158 -12.2129
H 7.0729 8.5423 -13.5845
H 4.7931 7.6368 -14.1301
H 4.8438 6.6547 -12.7696
S 5.7553 4.2681 -19.3176
O 7.1213 3.7430 -19.4555
O 5.7652 5.6773 -18.9793
O 4.8142 3.8886 -20.3744
O 5.3734 3.7595 -17.9690
O 7.3723 4.3477 -16.3016
H 8.1715 4.7866 -16.6527
C 7.6877 9.3553 -17.9939
C 7.1994 8.8041 -16.6994
O 7.2117 7.4154 -16.9967
H 7.4859 10.4177 -18.1306
H 7.1052 8.9794 -18.8350
H 8.7109 9.0111 -18.1444
H 6.1548 9.0066 -16.4628
H 7.9807 8.8756 -15.9426
H 7.2852 7.3662 -17.9526
C 11.4640 2.3985 -18.8850
C 10.5818 3.2502 -17.9629
O 9.7549 2.5003 -17.0746
H 12.3221 2.0814 -18.2924
H 11.8647 2.9953 -19.7043
H 10.9190 1.5161 -19.2202
H 9.9897 3.8278 -18.6727
H 11.0682 4.0106 -17.3519
H 10.3921 2.1571 -16.4439
C 10.2583 6.7379 -15.9545
C 9.9863 6.6775 -14.4028
O 9.4403 5.3623 -14.0842
H 9.4530 6.5678 -16.6692
H 11.0060 5.9483 -16.0288
H 10.6692 7.7207 -16.1856
H 9.2846 7.4746 -14.1573
H 10.9738 6.6856 -13.9414
H 10.2468 4.8730 -13.9058
*
```

Summary:
Orbital gap (alpha / beta) ... 6.21 / 6.20 eV
F_max ... 0.10189 hartree/bohr